Molecular formula: C8H10N4O3
Method: DFT, ωB97M-V/def2-TZVPD

```
! wB97M-V def2-TZVPD RIJCOSX def2/J DEFGRID3
* xyz 0 1
O 0.863 3.174 2.045
N 0.503 0.625 0.625
N 1.540 -0.341 2.364
O -2.189 1.113 -0.925
O 0.213 -0.730 -2.010
C 1.539 2.170 2.281
C 1.223 0.873 1.708
C 1.234 -1.273 1.504
C -1.885 -1.755 -1.653
C -0.929 -2.361 -0.818
N 2.464 2.396 3.267
N 0.595 -0.689 0.389
C -1.834 0.775 -2.363
C -1.113 -0.587 -2.419
C 0.307 -1.578 -0.866
H -1.358 1.011 -0.334
H 1.587 -2.272 1.520
H -2.986 -1.856 -1.654
H -1.185 -3.005 0.000
H 2.869 1.636 3.796
H 2.570 3.378 3.612
H -2.742 0.752 -2.863
H -1.239 1.629 -2.833
H -1.162 -0.774 -3.501
H 1.117 -2.309 -0.874
*
```

Properties
SMILES string: NC(=O)c1ncn([C@H]2C=C[C@@H](CO)O2)n1
HOMO energy, eV: -9.64
HOMO-LUMO gap, eV: 10.18
ΔE to the lowest compared entry with this formula, charge and spin, kcal per mole: 51.2
LUMO level, eV: 0.5